# 1
Formula: C9H29BBrClNO8P2S
Source: the OMol25 dataset
Level of theory: the ωB97M-V functional and the def2-TZVPD basis

Last column: Mulliken charge in e.
Atoms and positions in Å:
H: 2.219 1.442 -1.179  0.4512
O: 0.978 -1.690 1.143  -0.4335
N: 2.184 -0.618 -0.709  0.0927
C: -0.308 4.099 0.756  -0.6970
H: -4.029 -2.175 0.158  0.3578
P: 0.084 -2.587 -1.455  0.6628
C: 1.587 0.732 -0.642  -1.2167
H: 4.255 -1.033 -0.815  0.3280
H: 1.896 -6.976 -0.535  0.2608
H: -1.240 -0.324 -3.640  0.3236
H: 3.582 -6.117 0.872  0.2250
H: -0.656 4.025 -0.273  0.3601
C: -1.679 -2.573 -0.970  -0.7223
C: 3.503 -0.787 -0.063  -0.9857
O: -2.179 1.321 0.922  -0.4387
H: 1.422 1.080 0.378  0.5781
O: 0.573 6.588 2.604  -0.4535
O: 0.095 2.777 1.159  -0.4849
S: -2.676 1.214 -0.586  0.9441
O: -1.320 -1.289 -3.698  -0.3682
B: 1.233 -1.528 -0.174  0.3062
H: -2.038 -3.596 -0.834  0.5164
H: -0.739 7.932 3.525  0.2766
C: -1.932 -1.745 0.307  -0.3770
O: -1.555 0.790 -1.405  -0.5337
Br: 1.573 -0.562 -3.895  -0.0868
H: 0.579 -2.518 1.430  0.3687
C: -3.820 -0.140 -0.423  -0.8386
H: 1.250 6.712 3.275  0.2728
H: 0.344 8.645 2.306  0.2713
H: -1.119 4.470 1.383  0.2541
H: -3.633 -1.134 1.505  0.3752
H: -4.734 0.317 -0.040  0.4363
C: -3.400 -1.331 0.460  -0.9638
H: -4.019 -0.433 -1.458  0.4362
H: 4.632 -7.303 0.085  0.2585
H: 0.524 4.797 0.809  0.2787
H: 0.400 2.835 2.070  0.2389
H: -1.308 -0.860 0.309  0.4834
H: -1.627 -2.331 1.177  0.3099
C: -0.237 7.760 2.570  -0.5422
P: 0.064 -2.131 -3.728  0.1505
H: 3.801 0.135 0.442  0.3640
H: 3.499 -1.583 0.685  0.2793
Cl: 0.794 -4.466 -1.368  -0.2101
H: 0.612 0.713 -1.132  0.1453
H: 3.995 -5.949 -0.857  0.2286
H: -1.281 1.737 0.988  0.4201
H: -0.993 7.599 1.804  0.2073
O: 2.680 -7.512 -0.400  -0.4633
C: 3.766 -6.662 -0.059  -0.4962
O: -3.390 2.393 -0.952  -0.6332
H: -2.212 -2.163 -1.831  0.4829

Output
frontier orbital gap = 8.35 eV
LUMO = -3.82 eV
strongest force on any atom = 0.0217 Eh/bohr
charge = +1
energy above the lowest of the compared OMol25 structures with the same formula, charge and spin = 0.0 kJ/mol

# 2
Formula: C3H5N3
Source: the OMol25 dataset
Level of theory: the ωB97M-V functional and the def2-TZVPD basis

Last column: Mulliken charge in e.
Atoms and positions in Å:
H: -0.755 1.342 -0.557  0.3083
N: -3.122 -1.436 -0.330  -0.3908
H: 2.000 0.142 -0.890  0.3257
N: 0.398 -1.411 -0.309  -0.6529
H: 2.001 -0.262 0.880  0.3265
C: 1.604 0.367 0.093  -0.6133
C: -2.008 -1.116 -0.253  0.2647
H: -0.784 0.991 1.061  0.3077
C: -0.615 -0.715 -0.158  0.3597
N: -0.401 0.700 0.157  -0.5182
H: 1.669 1.428 0.335  0.2826

Output
frontier orbital gap (alpha / beta) = 8.54 / 8.54 eV
LUMO (alpha / beta) = 0.04 / 0.04 eV
strongest force on any atom = 0.0303 Eh/bohr
energy above the lowest of the compared OMol25 structures with the same formula, charge and spin = 476.3 kJ/mol

# 3
Formula: C4H14N3
Source: the OMol25 dataset
Level of theory: the ωB97M-V functional and the def2-TZVPD basis

Last column: Mulliken charge in e.
Atoms and positions in Å:
N: -2.581 0.826 0.477  -0.3110
H: -0.378 2.402 2.204  0.2643
H: 2.308 -2.756 1.040  0.3301
C: 1.631 -2.535 0.223  -0.7570
H: 0.288 2.255 -0.149  0.3781
H: -1.219 1.100 -2.066  0.4689
H: 0.695 -2.143 0.643  0.1697
N: -0.451 1.547 -0.176  0.0549
H: -0.763 -0.273 -1.123  0.5019
H: -3.429 0.969 1.018  0.3053
C: -1.445 1.440 0.759  0.7270
H: 0.515 0.740 -1.902  0.4076
H: -1.810 1.570 2.769  0.2731
H: 2.179 -1.564 -1.793  0.3459
N: -1.193 1.834 1.994  -0.2804
H: 1.281 -3.405 -0.344  0.2688
C: -0.429 0.748 -1.368  -1.0726
H: -2.788 0.642 -0.508  0.2489
H: 3.326 -1.476 -0.454  0.3326
H: 2.016 -0.428 -0.549  0.0444
C: 2.250 -1.495 -0.696  -0.7006

Output
frontier orbital gap (alpha / beta) = 8.60 / 3.16 eV
LUMO (alpha / beta) = -8.94 / -14.38 eV
strongest force on any atom = 0.0560 Eh/bohr
2S+1 = 2
charge = +2
energy above the lowest of the compared OMol25 structures with the same formula, charge and spin = 274.3 kJ/mol

# 4
Formula: C6H19N3
Source: the OMol25 dataset
Level of theory: the ωB97M-V functional and the def2-TZVPD basis

Last column: Mulliken charge in e.
Atoms and positions in Å:
C: 0.240 -0.708 1.436  -1.5724
H: -1.875 1.717 1.735  0.3842
N: -2.144 -0.999 1.605  -0.7327
H: -3.046 -0.981 1.140  0.3071
H: -1.128 -2.795 0.198  0.5265
H: -2.164 -0.315 2.353  0.2717
N: 3.454 0.815 -1.588  -0.5588
H: 2.718 0.990 -2.266  0.2157
C: -1.074 -0.700 0.654  1.5145
H: 3.073 -1.144 -1.101  0.1998
H: -2.339 0.597 -0.490  0.3424
H: -0.548 1.863 -1.686  0.4629
C: -0.360 0.882 -1.253  -1.5112
N: 2.997 -0.206 -0.702  -0.3557
H: -1.919 -1.796 -1.021  0.3901
H: 1.081 -0.493 0.782  0.1722
H: -0.228 2.034 1.174  0.3120
H: 3.578 -0.171 0.132  0.2332
H: -0.500 0.139 -2.033  0.3761
H: 0.218 0.023 2.239  0.3744
C: -1.251 1.856 0.854  -1.6748
H: -1.603 2.746 0.336  0.4630
H: 0.378 -1.690 1.880  0.4465
C: -1.065 -1.859 -0.350  -1.9825
C: -1.318 0.649 -0.085  0.5828
H: 4.301 0.553 -2.094  0.2216
H: -0.151 -1.856 -0.936  0.3226
H: 0.671 0.849 -0.913  0.2688

Output
frontier orbital gap = 9.90 eV
LUMO = 0.95 eV
strongest force on any atom = 0.0072 Eh/bohr
energy above the lowest of the compared OMol25 structures with the same formula, charge and spin = 82.2 kJ/mol
SMILES = CC(C)C(C)(C)N.NN

# 5
Formula: C4H8O2
Source: the OMol25 dataset
Level of theory: the ωB97M-V functional and the def2-TZVPD basis

Last column: Mulliken charge in e.
Atoms and positions in Å:
O: 0.071 0.250 1.519  -0.5038
H: 0.579 -1.992 -0.800  0.2928
H: 1.602 -1.630 0.597  0.3880
C: 1.114 -1.192 -0.277  -1.4577
H: 0.906 1.728 -0.576  0.2864
H: 0.049 0.798 -1.818  0.3924
H: -1.953 -0.002 0.863  0.2416
H: 1.883 -0.806 -0.951  0.3535
O: -1.168 1.826 -0.577  -0.5656
H: -1.054 -1.547 1.327  0.3017
C: 0.124 -0.124 0.137  1.2797
C: -1.003 -0.517 0.974  -0.6800
C: 0.020 1.095 -0.765  -0.6596
H: -1.172 2.113 0.346  0.3305

Output
frontier orbital gap = 11.07 eV
LUMO = 0.94 eV
strongest force on any atom = 0.0071 Eh/bohr
energy above the lowest of the compared OMol25 structures with the same formula, charge and spin = 188.5 kJ/mol
SMILES = C[C@@]1(CO)CO1

# 6
Formula: C3H4FN
Source: the OMol25 dataset
Level of theory: the ωB97M-V functional and the def2-TZVPD basis

Last column: Mulliken charge in e.
Atoms and positions in Å:
F: -0.944 1.007 -1.204  -0.2765
H: 1.310 -0.718 -1.211  0.2798
H: 0.968 -1.036 0.524  0.3347
N: -2.121 -1.204 0.904  -0.3392
C: 0.987 -0.178 -0.182  -1.0078
H: -0.245 1.493 0.435  0.1461
H: 1.795 0.504 0.208  0.2806
C: -0.382 0.547 -0.059  0.4608
C: -1.367 -0.416 0.583  0.1216

Output
frontier orbital gap = 13.02 eV
LUMO = 0.84 eV
strongest force on any atom = 0.0591 Eh/bohr
energy above the lowest of the compared OMol25 structures with the same formula, charge and spin = 40.2 kJ/mol
SMILES = C[C@@H](F)C#N

# 7
Formula: C28H62B2F3N8O13
Source: the OMol25 dataset
Level of theory: the ωB97M-V functional and the def2-TZVPD basis

Last column: Mulliken charge in e.
Atoms and positions in Å:
H: 7.311 -2.741 4.093  0.2827
H: -3.141 -2.098 -5.962  0.2280
H: 2.272 1.144 3.313  0.2376
C: 1.341 1.014 -6.748  0.7964
H: -0.166 9.896 -2.104  0.3779
C: -3.076 -2.131 -1.332  -0.9250
H: 2.805 2.300 -8.567  0.3216
C: -3.572 -0.505 -4.849  0.7802
H: -3.101 6.606 2.894  0.3952
C: -0.884 8.634 -0.503  0.8294
H: -3.903 1.308 -3.806  0.3062
C: -2.554 5.777 3.355  -1.0829
H: -2.876 -3.002 -1.958  0.2777
H: 2.507 1.010 1.587  0.1802
C: -2.722 10.362 -0.712  -0.9103
H: 1.803 -9.281 1.526  0.2258
H: 5.589 -2.465 4.364  0.3318
O: -0.329 4.676 3.172  -0.6617
H: 3.545 -9.087 1.330  0.2897
O: -4.160 -1.161 -4.004  -0.6526
O: 4.852 -5.929 2.796  -0.6596
B: -0.370 3.347 2.501  0.7048
H: -2.203 0.599 -6.836  0.2525
H: -0.827 6.509 2.426  0.2230
C: -0.595 -6.067 1.524  -0.9372
H: 1.623 -8.986 -0.955  0.2176
H: -1.258 -0.868 -7.049  0.2776
H: 0.455 -0.353 3.249  0.3016
H: 1.034 -0.728 1.612  0.3180
N: -1.929 9.370 -0.022  -0.1251
H: 4.195 -7.001 0.785  0.0794
H: -0.772 5.457 0.408  0.2803
H: -4.086 -2.207 -0.944  0.3210
H: -2.373 10.478 -1.734  0.3348
O: -1.257 2.336 3.374  -0.1818
C: -3.415 0.993 -4.723  -1.3003
H: -2.450 5.018 0.761  0.2614
C: -3.770 -2.147 1.560  -1.6007
F: -4.613 5.261 5.558  -0.2987
C: -3.442 4.556 3.611  0.7032
H: -0.263 0.436 1.846  0.0238
H: 3.797 0.867 -8.842  0.2866
H: -1.301 8.635 -2.622  0.3748
H: 0.361 -7.066 4.100  0.4690
H: -4.352 -1.303 1.190  0.4149
C: -2.270 -0.469 -7.008  -0.7896
O: 2.046 3.539 1.442  -0.5502
C: 3.212 -7.781 -0.967  0.7774
H: 0.894 2.719 -5.578  0.2869
H: 4.282 -2.882 2.536  0.4695
N: -0.233 -4.963 2.384  0.0818
B: 1.185 2.683 2.112  0.2895
O: -1.102 3.567 1.251  -0.6502
C: -0.478 8.863 -1.943  -1.4142
H: -0.147 -6.990 1.880  0.3218
H: 2.348 1.142 -9.818  0.2868
C: 3.904 -3.750 3.077  -1.2093
H: 4.955 -6.593 -0.761  0.2899
C: 1.452 2.498 -6.482  -1.3147
C: -2.335 -2.060 1.092  0.9050
H: 5.129 -8.226 -0.094  0.3572
C: 2.774 1.246 -8.818  -0.8605
H: -1.137 -1.974 -0.486  0.2250
H: -2.153 9.162 0.939  0.2084
H: -1.679 -6.198 1.497  0.2753
O: 0.709 0.275 -6.014  -0.6260
C: -4.767 4.955 4.252  0.7331
N: -1.248 2.536 4.705  -0.0109
F: -5.682 3.981 4.203  -0.2776
H: 6.555 -3.267 5.604  0.2801
H: -4.238 -3.072 1.217  0.3966
C: 1.735 1.206 2.356  -0.5988
H: -0.595 -4.042 2.158  0.1304
O: -3.732 3.833 2.439  -0.6915
H: -2.653 11.332 -0.214  0.2919
H: 1.749 -6.192 4.771  0.2846
F: -5.350 6.032 3.678  -0.2944
H: -2.361 1.268 -4.677  0.3214
C: 1.146 -6.339 3.881  -1.2730
H: -2.941 3.934 4.362  -0.0697
H: -2.761 -0.640 -7.969  0.3030
C: 4.973 -4.795 3.244  0.7617
H: -0.252 -5.891 0.502  0.3040
H: 1.037 3.076 -7.309  0.3553
C: 6.403 -3.162 4.528  -0.8703
H: -2.211 6.123 4.341  0.3558
H: 3.082 -4.179 2.515  0.0729
H: 2.740 -10.523 0.684  0.2921
N: -3.015 -1.099 -5.936  -0.1342
H: 0.354 8.201 -2.160  0.3057
H: -3.877 1.507 -5.567  0.4360
H: 1.875 -0.472 -7.962  0.2312
H: 1.784 -6.733 3.087  0.2064
C: 2.642 -9.447 0.847  -0.7568
C: 0.555 -4.998 3.491  0.7903
O: -0.703 1.667 5.309  -0.4575
H: -3.016 -1.243 -1.954  0.2888
N: 6.094 -4.444 3.927  -0.1851
O: -1.405 -1.977 1.880  -0.6744
C: -1.419 4.943 1.126  -0.5267
H: 2.859 3.077 1.202  0.2726
O: 0.785 -3.989 4.133  -0.6006
H: -3.774 10.070 -0.740  0.2931
C: 4.451 -7.378 -0.205  -0.9108
O: -0.320 7.828 0.207  -0.5627
H: 2.492 2.792 -6.336  0.3899
N: 1.982 0.523 -7.845  -0.1524
N: -2.113 -2.059 -0.246  -0.0108
H: 6.770 -5.186 4.008  0.2465
H: 3.521 -3.429 4.046  0.4246
O: 2.894 -7.274 -2.029  -0.6673
H: -3.183 3.034 2.450  0.3883
C: -1.275 5.508 2.541  0.3567
N: 2.435 -8.753 -0.407  -0.1582
H: -3.768 -2.126 2.645  0.3452
C: 0.677 0.074 2.268  -0.7033

Output
frontier orbital gap = 6.04 eV
LUMO = 1.75 eV
strongest force on any atom = 0.0240 Eh/bohr
charge = -1

Number 1: DFT total energy -5156.785707 Ha. Number 2: DFT total energy -281.408645 Ha. Number 3: DFT total energy -324.304292 Ha. Number 4: DFT total energy -404.238147 Ha. Number 5: DFT total energy -307.640629 Ha. Number 6: DFT total energy -271.287874 Ha. Number 7: DFT total energy -2869.780192 Ha.